ORCA calculation (the ωB97M-V functional and the def2-TZVPD basis) on one molecule with the formula C19H23NO4.

The charge is 0. The value obtained for the LUMO energy is 0.02567 Eh.

Each line ends with the Löwdin charge.
Atoms and positions in Å:
C  4.2571  3.2288  -0.4060  -0.08
H  4.1969  4.3188  -0.4930  0.10
H  4.6012  2.9668  0.5933  0.10
H  4.9653  2.8426  -1.1450  0.10
O  2.9914  2.6272  -0.5383  -0.08
C  2.3447  2.7239  -1.7350  -0.22
C  2.7910  3.4826  -2.8123  -0.03
C  2.0473  3.5121  -3.9776  -0.07
C  0.8611  2.8135  -4.0967  -0.02
C  0.4063  2.0468  -3.0270  -0.22
C  1.1570  1.9953  -1.8472  0.00
C  0.7144  1.0865  -0.7399  -0.43
O  0.5912  -0.1122  -0.8744  0.09
N  0.4728  1.7229  0.4293  0.08
H  0.5713  2.7223  0.4790  0.15
C  0.0132  1.0023  1.5914  -0.14
H  0.5253  0.0363  1.6161  0.12
C  -1.5066  0.7537  1.5268  -0.18
O  -1.9559  -0.0973  2.5502  -0.04
C  -1.7361  -1.4478  2.4392  -0.25
C  -1.1144  -2.0763  1.3714  0.01
C  -0.9631  -3.4602  1.3735  -0.27
C  -1.4357  -4.2014  2.4418  -0.03
C  -2.0631  -3.5822  3.5188  -0.28
C  -2.2083  -2.2083  3.5094  0.02
H  -2.6910  -1.6943  4.3263  0.12
C  -2.5692  -4.4048  4.6663  -0.05
H  -1.7500  -4.9543  5.1288  0.08
H  -3.0356  -3.7761  5.4202  0.07
H  -3.3014  -5.1320  4.3172  0.08
H  -1.3175  -5.2759  2.4450  0.11
C  -0.2699  -4.1149  0.2171  -0.05
H  0.7873  -3.8516  0.2196  0.09
H  -0.3587  -5.1974  0.2673  0.07
H  -0.6893  -3.7666  -0.7246  0.08
H  -0.7286  -1.5274  0.5264  0.09
H  -2.0464  1.6939  1.6781  0.13
H  -1.7628  0.3582  0.5369  0.13
H  0.2650  1.5605  2.4943  0.13
O  -0.7573  1.3515  -3.0134  -0.06
C  -1.5175  1.2806  -4.1954  -0.07
H  -0.9420  0.8468  -5.0186  0.10
H  -1.8941  2.2657  -4.4915  0.10
H  -2.3585  0.6295  -3.9625  0.10
H  0.3047  2.8677  -5.0178  0.10
H  2.4001  4.0993  -4.8123  0.11
H  3.7081  4.0452  -2.7552  0.10

Forces on atoms 1 to 6 (eV/Å):
C 0.24 0.14 0.03
H 0.01 -0.06 -0.01
H 0.02 0.05 -0.08
H -0.04 0.02 0.02
O -0.28 -0.11 -0.25
C -0.26 -0.10 -0.09



ORCA calculation (the ωB97M-V functional and the def2-TZVPD basis) on C20H59FeO10 as an isolated structure at a distorted geometry.

The charge is +2. The value obtained for the LUMO energy (alpha / beta) is -0.26010 / -0.34037 Eh. Its spin multiplicity is 6.

Each line ends with the Löwdin charge.
Atoms and positions in Å:
Fe  -2.3365  -2.6624  0.8129  1.23
C  -0.1767  0.3615  -0.6290  -0.04
C  -0.4295  -0.0366  0.8139  -0.27
O  -1.1838  -1.1768  0.9925  -0.16
H  -1.1182  0.4253  -1.1793  0.05
H  0.4980  -0.2930  -1.1810  0.06
H  0.2540  1.3590  -0.7168  0.07
H  -0.9102  0.8180  1.3119  0.12
H  0.5480  -0.1345  1.3026  0.11
C  2.1476  2.4104  3.1939  -0.08
C  0.9100  3.2265  3.4876  -0.33
O  1.0410  3.7578  4.8069  -0.06
H  1.9410  1.7562  2.3406  0.05
H  2.3790  1.7837  4.0555  0.08
H  3.0262  3.0129  2.9704  0.08
H  0.0225  2.5821  3.5633  0.09
H  0.7233  3.9941  2.7309  0.10
H  0.3110  4.3676  4.9527  0.09
C  -2.8500  1.7253  -3.0773  -0.08
C  -3.3365  1.8390  -4.4971  -0.29
O  -3.1986  0.5840  -5.1933  -0.09
H  -2.7799  2.6834  -2.5602  0.07
H  -1.8692  1.2494  -3.0442  0.07
H  -3.5765  1.1346  -2.5081  0.05
H  -2.7096  2.5087  -5.0899  0.12
H  -4.3735  2.1731  -4.5586  0.12
H  -2.9525  0.7788  -6.1001  0.08
C  0.0371  -6.1390  0.8816  -0.05
C  -0.5001  -5.0495  1.7922  -0.21
O  -0.6844  -3.7904  1.0543  -0.19
H  0.3693  -6.9543  1.5268  0.10
H  0.9423  -5.7776  0.3949  0.09
H  -0.7559  -6.4933  0.2281  0.08
H  0.2552  -4.8074  2.5410  0.12
H  -1.4032  -5.3745  2.3068  0.12
H  0.2282  -3.4085  0.9893  0.07
C  4.7507  -0.5761  -1.8861  -0.06
C  3.3018  -0.7311  -1.4869  -0.31
O  2.9283  -2.1191  -1.4686  -0.10
H  5.3864  -1.0516  -1.1349  0.09
H  5.1172  0.4394  -2.0278  0.08
H  4.9839  -1.1445  -2.7918  0.08
H  2.6055  -0.1653  -2.1110  0.11
H  3.2367  -0.3081  -0.4804  0.10
H  2.8049  -2.3608  -2.3923  0.10
C  -0.9135  -4.3548  -2.4472  -0.04
C  -0.7485  -2.9324  -1.9647  -0.24
O  -1.9395  -2.4464  -1.2705  -0.14
H  -0.0143  -4.7145  -2.9443  0.10
H  -1.7492  -4.3640  -3.1500  0.09
H  -1.1541  -5.0578  -1.6489  0.06
H  -0.6016  -2.2983  -2.8414  0.14
H  0.1546  -2.8182  -1.3655  0.10
H  -2.4605  -2.0489  -1.9794  0.13
C  1.8941  -1.9274  3.2914  -0.07
C  2.7006  -2.4534  2.1211  -0.26
O  1.8569  -2.8700  1.0494  -0.10
H  1.2493  -1.0664  3.0948  0.05
H  2.5730  -1.5333  4.0494  0.09
H  1.2630  -2.7097  3.7186  0.07
H  3.3214  -3.2710  2.4936  0.12
H  3.4005  -1.6601  1.8451  0.12
H  2.2749  -2.6771  0.1922  0.06
C  -4.5760  0.5163  1.2554  -0.04
C  -4.1366  -0.2450  0.0123  -0.22
O  -4.0831  -1.6676  0.3625  -0.14
H  -5.6467  0.4055  1.4316  0.09
H  -4.3775  1.5846  1.1695  0.08
H  -4.0552  0.1487  2.1405  0.09
H  -3.1598  0.1170  -0.2993  0.08
H  -4.8056  -0.1126  -0.8361  0.13
H  -4.9851  -2.0138  0.3978  0.14
C  2.9416  2.9470  -0.4819  -0.10
C  3.7228  4.2146  -0.7169  -0.29
O  4.7935  3.8668  -1.6196  -0.10
H  3.5879  2.1334  -0.1494  0.07
H  2.5228  2.6089  -1.4342  0.07
H  2.1386  3.1192  0.2370  0.05
H  4.2562  4.5621  0.1714  0.12
H  3.1330  4.9996  -1.1925  0.12
H  5.1802  4.6752  -1.9680  0.08
C  -1.9803  3.8508  1.5841  -0.08
C  -1.8202  3.5065  0.1098  -0.33
O  -2.2347  4.5663  -0.7225  -0.06
H  -1.5745  4.8005  1.9360  0.08
H  -1.4804  3.0651  2.1554  0.04
H  -3.0357  3.8737  1.8618  0.08
H  -2.4309  2.6111  -0.0369  0.08
H  -0.7748  3.2680  -0.1258  0.10
H  -1.8309  5.3856  -0.4214  0.10

Forces on atoms 1 to 6 (eV/Å):
Fe 3.11 3.22 -1.28
C -0.43 -0.10 -0.86
C 0.98 1.38 -0.11
O -2.04 -2.08 0.31
H 0.01 -0.10 -0.01
H -0.07 -0.28 0.25



Table of energy relative to the best compared isomer or geometry (same formula, charge and spin) (kJ/mol), in record order: 138.7, 0.0